The following is a quantum chemistry calculation of C25H12F15GeN2O6P2RhS2 as an isolated structure, from OMol25.

The geometry in ORCA input format:
```
! wB97M-V def2-TZVPD RIJCOSX def2/J DEFGRID3
* xyz 0 1
Rh 0.249 -0.198 0.390
Ge 3.552 -2.315 1.496
S 1.076 -0.318 -1.982
S 2.123 -0.678 1.648
P -2.585 -1.783 0.365
P -2.169 0.848 1.789
F 5.890 -3.390 -0.513
F 5.884 -5.625 -2.082
F 1.083 -2.700 3.550
F 3.223 -5.268 6.853
F 8.441 1.340 1.236
F 5.470 -5.400 5.306
F 7.808 0.180 3.618
F 5.486 -4.104 2.863
F 1.494 -6.593 -0.664
F 1.020 -3.938 5.933
F 4.775 -0.896 -0.761
F 5.642 -1.491 3.770
F 6.900 0.870 -0.966
F 3.687 -7.221 -2.153
F 1.562 -4.320 0.929
O -1.092 -2.009 0.200
O -0.760 0.802 2.371
O -1.906 1.000 0.179
O -3.149 1.813 2.289
O -3.213 -3.234 0.697
O -3.373 -1.089 -0.676
N -1.649 -1.555 2.878
N 1.116 1.737 -0.416
C 3.257 -4.660 5.671
C 5.569 -0.638 0.291
C 2.141 -3.972 5.208
C 2.560 -5.794 -0.647
C -4.075 -1.082 2.645
C 6.001 -0.959 2.595
C 3.683 -6.122 -1.406
C 7.411 0.500 1.312
C 1.593 1.299 -1.590
C 3.331 -3.330 3.205
C 2.816 3.323 -1.874
C 7.091 -0.097 2.529
C 4.412 -4.058 3.665
C 2.445 2.084 -2.365
C 2.322 3.751 -0.647
C 5.251 -1.271 1.480
C 2.593 -4.648 0.132
C -2.709 -0.957 2.023
C 4.799 -4.155 -0.578
C 1.454 2.924 0.052
C 4.806 -5.300 -1.371
C 4.408 -4.717 4.886
C 3.694 -3.814 0.177
C 2.190 -3.322 3.982
C 6.633 0.246 0.182
H -4.284 -2.117 2.926
H 2.611 4.704 -0.237
H -2.599 0.587 -0.367
H -4.810 -0.781 1.902
H 3.483 3.957 -2.438
H -0.948 -0.747 2.982
H 2.807 1.704 -3.306
H 1.026 3.202 1.006
H -3.952 -3.386 0.110
H -1.998 -1.877 3.781
H -1.181 -2.324 2.370
H -4.180 -0.420 3.506
*
```

Values from the calculation:
* calculated total energy: -6685.54314 hartree
* HOMO energy: -8.84 eV
* maximum force: 2.95 eV/A
* ΔE to the lowest compared entry with this formula, charge and spin: 31.80 kcal per mole
* gap between HOMO and LUMO: 6.77 eV

---

The following is a quantum chemistry calculation of a single C2H3BrO molecule, from OMol25.

The geometry in ORCA input format:
```
! wB97M-V def2-TZVPD RIJCOSX def2/J DEFGRID3
* xyz 0 1
Br 2.252 0.278 -0.040
O -0.184 -1.185 -0.096
C 0.434 -0.094 0.508
C -0.642 0.089 -0.469
H -1.608 0.390 0.028
H 0.040 -0.008 1.508
H -0.292 0.530 -1.439
*
```

Values from the calculation:
* calculated total energy: -2727.19499 hartree
* HOMO energy: -10.28 eV
* maximum force: 1.77 eV/A
* ΔE to the lowest compared entry with this formula, charge and spin: 38.22 kcal per mole
* structure (SMILES): Br[C@H]1CO1
* gap between HOMO and LUMO: 11.15 eV

---

The following is a quantum chemistry calculation of a 11-piece molecular cluster, C4H32N3O11 overall, from OMol25.

The geometry in ORCA input format:
```
! wB97M-V def2-TZVPD RIJCOSX def2/J DEFGRID3
* xyz -1 1
O 3.077 -1.693 -0.567
O 2.828 -0.042 1.510
O -0.074 -0.004 -3.112
O -2.702 -0.107 -2.555
O -3.193 -2.697 -0.415
O -0.903 -3.592 0.967
O 1.279 -3.541 -0.429
O -1.274 1.992 3.992
O -0.310 -1.831 -1.228
O 2.121 -3.354 2.302
O -4.116 1.334 -0.844
N 2.600 3.090 -0.054
N 0.954 1.725 -1.273
N -0.199 1.761 1.909
C -0.666 1.320 0.605
C -0.947 2.603 2.741
C -0.322 2.090 -0.670
C 1.910 2.791 -1.355
H 2.633 2.200 0.466
H 2.235 -2.254 -0.386
H -1.916 2.966 2.346
H 0.205 0.700 -2.487
H 2.131 -0.562 1.933
H -1.169 1.837 -1.335
H 2.154 -3.478 1.340
H 2.734 -1.033 -1.187
H -1.968 1.330 3.954
H 1.348 0.904 -0.832
H -3.649 0.525 -1.169
H -0.279 0.275 0.491
H 2.680 2.684 -2.120
H 1.971 3.648 0.517
H -1.753 0.082 -2.800
H -1.721 1.031 0.753
H -0.121 -0.803 -2.510
H -0.694 -3.217 1.826
H 1.417 -4.055 -1.230
H 1.447 3.766 -1.552
H -2.489 -2.598 0.258
H -2.963 -3.612 -0.638
H 2.310 -2.492 2.669
H 0.754 1.555 2.122
H 3.021 -0.766 0.837
H -0.489 3.140 -0.482
H 0.441 -2.575 -0.912
H -3.694 2.114 -1.208
H -2.819 -1.012 -2.241
H -0.162 -3.652 0.297
H -1.244 -2.046 -1.241
H -0.414 3.553 2.997
*
```

Values from the calculation:
* calculated total energy: -1163.55396 hartree
* HOMO energy: -6.22 eV
* maximum force: 2.58 eV/A
* gap between HOMO and LUMO: 9.01 eV

---

The following is a quantum chemistry calculation of a 8-piece molecular cluster, C20H60N4O8 overall, from OMol25.

The geometry in ORCA input format:
```
! wB97M-V def2-TZVPD RIJCOSX def2/J DEFGRID3
* xyz 0 1
O 2.651 2.351 3.434
O 2.286 3.976 -2.876
O -4.179 0.402 -4.489
O 1.543 -2.943 5.289
O -0.392 -3.440 0.909
O 0.723 0.638 3.148
O -3.914 -1.032 1.753
O 3.034 -1.342 -3.185
N 1.055 -1.856 -1.068
N -1.898 -0.586 -2.588
N -1.391 -0.696 4.552
N 3.317 3.118 0.641
C -2.355 1.355 -1.309
C -1.991 -1.339 3.356
C 1.221 -2.704 -2.251
C -2.293 -2.708 3.895
C -0.031 -3.506 -2.542
C 1.730 -1.915 -3.445
C 0.632 -3.803 1.813
C 3.127 3.987 -1.707
C -3.267 -0.553 2.953
C 1.385 4.520 0.215
C 3.571 -0.726 -4.378
C 3.846 1.545 3.488
C -4.285 0.730 -5.841
C -4.854 -0.009 1.247
C -3.236 1.203 -3.781
C 1.629 2.732 -3.211
C 1.986 -1.684 5.020
C -2.916 0.473 -2.431
C 0.423 0.517 1.765
C 2.391 3.435 -0.415
H 1.419 -4.275 1.225
H 1.763 2.556 -0.556
H 3.934 0.943 4.393
H 2.889 2.747 1.477
H 1.797 -2.603 -4.288
H -3.691 2.163 -3.536
H -2.013 -1.228 -1.816
H 3.987 3.360 -1.940
H -2.740 -3.378 3.162
H 1.102 -2.873 2.135
H -2.065 -1.085 -3.450
H -3.010 -2.678 4.715
H 2.957 -1.487 5.473
H -3.031 0.503 2.820
H -1.458 1.829 -1.708
H 3.906 3.907 0.862
H -1.218 -1.338 2.588
H -0.457 -3.994 -1.665
H 0.367 -4.401 2.685
H 3.989 0.920 2.607
H -1.404 -3.234 4.245
H 1.125 -1.051 -3.721
H 1.900 5.437 0.501
H -2.204 -0.513 5.124
H -3.989 -0.566 3.769
H 4.297 -1.424 -4.796
H 0.095 0.104 3.640
H -4.402 0.963 1.051
H -5.610 0.395 1.921
H 0.596 -0.527 1.505
H 0.831 4.157 1.080
H 1.987 -3.431 -1.981
H 0.248 -4.227 -3.309
H -0.619 0.810 1.634
H -3.848 0.035 -2.072
H -4.959 0.060 -6.374
H 1.944 1.703 3.378
H 2.920 -0.235 -5.100
H 4.707 2.209 3.568
H 1.880 -3.172 6.158
H 0.327 -1.166 -1.185
H -3.143 2.061 -1.045
H -4.710 1.705 -6.079
H -2.201 0.808 -0.379
H -0.783 -2.898 -3.045
H -5.334 -0.232 0.295
H 1.431 2.674 -4.282
H 4.192 0.030 -3.898
H -0.817 -1.372 5.036
H 0.655 2.775 -2.725
H 0.976 1.202 1.123
H -2.356 1.495 -4.354
H -3.345 0.684 -6.392
H -0.020 -2.852 0.248
H 1.304 -0.939 5.432
H 2.256 1.869 -2.985
H 3.484 5.013 -1.628
H 1.904 -1.331 -0.916
H 2.071 -1.542 3.943
H 0.640 4.794 -0.531
*
```

Values from the calculation:
* calculated total energy: -1618.74190 hartree
* HOMO energy: -8.26 eV
* maximum force: 3.07 eV/A
* ΔE to the lowest compared entry with this formula, charge and spin: 76.44 kcal per mole
* structure (SMILES): COC[C@H](C)N.COC[C@H](C)N.COC[C@H](C)N.COC[C@H](C)N.CO.CO.CO.CO
* gap between HOMO and LUMO: 8.91 eV

---

The following is a quantum chemistry calculation of a 2-piece molecular cluster, C2H5BrNP overall, from OMol25.

The geometry in ORCA input format:
```
! wB97M-V def2-TZVPD RIJCOSX def2/J DEFGRID3
* xyz 0 1
Br 3.233 -0.495 0.017
P -0.129 -3.206 0.103
N -0.061 -1.662 -0.044
C -0.611 0.665 0.259
C 0.013 -0.482 -0.522
H -0.950 0.320 1.242
H 0.620 -3.323 1.398
H -1.457 1.089 -0.212
H 0.747 -0.139 -1.208
H 0.226 1.379 0.178
*
```

Values from the calculation:
* calculated total energy: -3049.22137 hartree
* HOMO energy: -7.38 eV
* maximum force: 3.07 eV/A
* ΔE to the lowest compared entry with this formula, charge and spin: 66.20 kcal per mole
* gap between HOMO and LUMO: 4.68 eV

---

The following is a quantum chemistry calculation of a 2-piece molecular cluster, C4H8N2O overall, from OMol25.

The geometry in ORCA input format:
```
! wB97M-V def2-TZVPD RIJCOSX def2/J DEFGRID3
* xyz 0 1
O 0.475 -2.531 0.057
N 1.662 -1.367 1.607
N -1.600 2.142 0.968
C -0.921 1.415 -0.063
C 0.537 -1.607 0.861
C 0.065 0.188 -2.194
C -0.376 0.754 -0.914
H 0.550 -0.778 -2.030
H 0.799 0.837 -2.678
H -1.980 3.033 0.676
H 1.668 -0.680 2.347
H -2.218 1.587 1.544
H -0.781 0.024 -2.867
H 2.485 -1.921 1.407
H -0.366 -1.095 1.278
*
```

Values from the calculation:
* calculated total energy: -341.89607 hartree
* HOMO energy: -8.60 eV
* maximum force: 2.49 eV/A
* ΔE to the lowest compared entry with this formula, charge and spin: 67.50 kcal per mole
* structure (SMILES): CC#CN.NC=O
* gap between HOMO and LUMO: 9.40 eV

---

The following is a quantum chemistry calculation of a 2-piece molecular cluster, C34H68Br2FNO8PS2 overall, from OMol25.

The geometry in ORCA input format:
```
! wB97M-V def2-TZVPD RIJCOSX def2/J DEFGRID3
* xyz 1 1
Br 5.256 7.708 0.823
Br 5.130 5.726 3.734
S 5.151 5.277 -3.305
S 1.673 3.170 4.018
P -2.501 -3.909 -0.991
F 2.094 0.807 3.026
O 1.960 2.544 5.253
O 5.310 -1.476 -0.551
O 4.160 4.972 -4.283
O 3.819 -1.082 -2.130
O 5.598 6.768 -3.624
O 0.605 4.112 3.846
O 6.321 4.468 -3.149
O 3.016 3.812 3.523
N 0.563 3.385 0.943
C -0.313 2.890 -0.119
C 0.712 -2.451 -1.739
C 1.655 2.490 1.336
C 3.041 4.366 2.178
C 4.213 2.242 1.493
C -2.414 2.409 1.295
C 0.278 -1.078 -2.244
C 2.803 7.473 2.313
C 4.592 -0.695 -1.072
C 3.734 6.650 1.421
C 4.375 4.065 -0.990
C 4.227 5.349 2.047
C -2.874 -7.459 -1.350
C -1.620 -6.626 -1.087
C -5.484 -4.216 -0.943
C 3.041 3.755 -0.283
C -4.336 -2.209 1.613
C 4.244 0.849 0.850
C -6.346 -6.550 -0.382
C -4.168 -3.989 -1.706
C 4.455 0.758 -0.664
C -2.196 -2.525 0.131
C -4.842 -1.061 0.747
C -3.109 3.675 0.801
C -2.832 -2.459 1.528
C -3.288 -8.291 -0.141
C 4.371 5.423 -1.714
C 3.041 3.200 1.166
C -1.348 1.862 0.338
C -1.522 -3.624 -2.489
C 1.373 1.937 2.743
C -1.823 -5.387 -0.201
C 0.012 -3.637 -2.404
C -5.542 -5.344 0.100
H -4.875 -3.126 1.379
H -5.994 -6.908 -1.351
H -0.813 3.752 -0.570
H 5.165 2.743 1.290
H -0.847 -5.037 0.153
H 0.614 -2.499 -0.652
H 4.558 3.296 -1.739
H 3.215 6.394 0.495
H 3.345 0.287 1.117
H -2.446 4.542 0.848
H 0.367 -3.711 -3.434
H 2.407 4.645 -0.295
H -3.703 -6.821 -1.670
H -1.897 -2.706 -2.949
H 1.780 -2.577 -1.927
H 0.307 1.710 2.837
H 0.727 -0.284 -1.641
H -3.157 1.621 1.455
H -3.983 3.906 1.410
H 5.026 4.911 1.455
H -1.827 -4.428 -3.166
H -5.792 -3.269 -0.504
H 1.633 1.608 0.682
H 3.325 8.319 2.756
H -4.558 -1.170 -0.302
H 0.580 -0.923 -3.282
H -2.311 -1.648 2.043
H -6.285 -7.377 0.324
H -7.398 -6.283 -0.490
H -4.570 -1.995 2.658
H -2.585 -3.369 2.081
H -3.422 3.572 -0.242
H -4.205 -8.844 -0.338
H 2.406 6.871 3.134
H -0.889 -7.260 -0.579
H -6.229 -4.425 -1.714
H -1.837 1.422 -0.541
H -5.930 -1.005 0.779
H -2.510 -9.015 0.105
H 3.624 1.207 -1.216
H -4.070 -4.727 -2.508
H -4.240 -3.027 -2.227
H 1.964 7.855 1.731
H 3.026 -0.531 -2.168
H 6.354 7.019 -3.068
H -6.007 -4.964 1.011
H -3.460 -7.677 0.745
H 0.341 -4.556 -1.914
H 2.113 4.934 2.060
H -1.968 2.599 2.279
H -1.152 -6.329 -2.028
H 2.497 3.033 -0.900
H -2.386 -5.626 0.703
H 0.009 3.654 1.749
H 5.371 1.272 -0.968
H 4.918 6.189 -1.160
H 3.362 5.795 -1.897
H -1.115 -2.582 0.282
H 5.069 0.303 1.313
H -2.365 -1.606 -0.435
H -4.456 -0.102 1.095
H -2.669 -8.128 -2.187
H 5.231 4.023 -0.317
H -0.822 1.038 0.844
H 4.208 2.069 2.569
H -4.540 -5.663 0.391
H -0.802 -0.925 -2.192
H 0.310 2.460 -0.910
*
```

Values from the calculation:
* calculated total energy: -8378.40204 hartree
* HOMO energy: -11.52 eV
* maximum force: 1.03 eV/A
* gap between HOMO and LUMO: 9.24 eV

---

The following is a quantum chemistry calculation of a single C15H22O5 molecule, from OMol25.

The geometry in ORCA input format:
```
! wB97M-V def2-TZVPD RIJCOSX def2/J DEFGRID3
* xyz 0 1
O 0.919 -3.199 1.344
O 2.522 -2.509 -0.918
O -0.153 2.909 -2.867
O 0.858 2.325 -0.850
O -0.065 -1.631 -1.209
C -1.000 -1.942 2.157
C -0.086 -3.128 2.339
C -0.254 2.688 -0.049
C 0.581 -0.561 -1.841
C -1.900 -1.923 1.097
C -2.695 -0.814 0.875
C 2.105 -1.558 0.019
C 0.818 -0.874 -0.430
C -0.917 -0.836 2.994
C -0.255 0.626 -2.253
C 0.593 4.083 -3.118
C -1.717 0.273 2.774
C 0.554 1.928 -2.163
C -2.604 0.287 1.711
C 1.914 -2.197 1.409
H 1.452 3.863 -3.763
H -0.588 0.513 -3.285
H 2.902 -0.807 0.080
H 0.352 -0.248 0.325
H -3.387 -0.808 0.046
H -0.740 1.811 0.391
H 1.653 -1.416 2.129
H 1.811 -3.164 -0.977
H -3.225 1.154 1.538
H 2.862 -2.663 1.712
H -0.648 -4.059 2.224
H 0.954 4.532 -2.188
H -1.955 -2.774 0.436
H 1.353 -0.858 -2.547
H -0.082 4.769 -3.624
H -0.985 3.253 -0.631
H 1.549 1.773 -2.616
H -1.138 0.694 -1.617
H 0.143 3.313 0.750
H -1.643 1.129 3.430
H 0.371 -3.110 3.339
H -0.229 -0.842 3.829
*
```

Values from the calculation:
* calculated total energy: -960.89435 hartree
* HOMO energy: -9.33 eV
* maximum force: 1.41 eV/A
* ΔE to the lowest compared entry with this formula, charge and spin: 79.86 kcal per mole
* structure (SMILES): COC(C[C@@H]1O[C@H]1[C@H](O)COCc1ccccc1)OC
* gap between HOMO and LUMO: 10.18 eV